# 1
{"formula": "C5H10O3Pt", "method": "ωB97M-V with the def2-TZVPD basis set", "species": ["O", "C", "C", "O", "C", "C", "O", "C", "Pt", "H", "H", "H", "H", "H", "H", "H", "H", "H", "H"], "coordinates": [[0.46170, -1.58892, -0.69474], [-0.62393, -2.29747, -1.22762], [-1.59511, -1.35019, -1.95059], [-2.02815, -0.28074, -1.16853], [1.00347, -0.71879, 1.04636], [1.33271, 0.67003, 1.33873], [0.29124, 1.48725, 0.78107], [0.36352, 2.87543, 1.05014], [-0.68311, 0.00214, 0.03238], [-1.16557, -2.87772, -0.45267], [-0.25522, -3.03870, -1.96224], [-2.44404, -1.96259, -2.32226], [-1.05719, -0.95955, -2.84441], [1.61440, -1.43230, 1.61612], [2.32648, 0.99100, 0.97062], [-0.39852, 3.36661, 0.43817], [0.15705, 3.05866, 2.11476], [1.35810, 3.26624, 0.79171], [1.34217, 0.78961, 2.44299]], "atomic_forces_ev_per_a": [[-0.67, -0.18, -1.29], [-0.90, -0.94, -0.70], [0.41, -1.21, -1.98], [-3.11, -1.53, -1.55], [-1.22, 1.54, 1.32], [1.92, 0.61, 1.38], [2.55, 2.68, 1.77], [-0.27, 0.44, 0.06], [2.52, -2.01, 1.76], [0.14, 0.30, -0.09], [-0.01, 0.19, 0.13], [0.18, 0.38, 0.20], [-0.25, -0.17, 0.27], [-1.03, -0.41, -0.90], [-0.32, 0.38, -0.12], [0.19, -0.10, 0.14], [0.06, -0.05, -0.23], [-0.22, -0.22, 0.01], [0.03, 0.30, -0.18]], "mulliken_charge": [-0.636, -0.560, -0.200, -0.501, -0.768, -0.054, -0.287, -0.666, 0.664, 0.276, 0.340, 0.317, 0.257, 0.380, 0.323, 0.246, 0.293, 0.276, 0.299], "gap_ev": [6.67, 7.51], "e_homo_ev": [-6.9, -8.2], "multiplicity": 3, "fmax_ha_per_bohr": 0.0797}

# 2
{"formula": "C22H31N2O3", "method": "ωB97M-V with the def2-TZVPD basis set", "species": ["C", "H", "H", "H", "C", "C", "C", "C", "C", "C", "C", "H", "H", "O", "C", "C", "O", "H", "C", "N", "H", "C", "H", "H", "C", "N", "C", "C", "C", "C", "C", "C", "H", "H", "O", "C", "H", "H", "H", "H", "H", "C", "H", "C", "H", "H", "H", "H", "H", "H", "H", "H", "H", "H", "H", "H", "H", "H"], "coordinates": [[7.45261, 2.66176, -0.15513], [7.16660, 2.84175, -1.18867], [8.15993, 3.42874, 0.14764], [7.94508, 1.69391, -0.09870], [6.22157, 2.69018, 0.75425], [5.24176, 1.63688, 0.33324], [5.29992, 0.35598, 0.86321], [4.42955, -0.63991, 0.44913], [3.48863, -0.35634, -0.52587], [3.41266, 0.92294, -1.06642], [4.28438, 1.90396, -0.64027], [4.22211, 2.89116, -1.07192], [2.68157, 1.12628, -1.83393], [2.55158, -1.26217, -1.01973], [2.54806, -2.59200, -0.55282], [1.86147, -2.78286, 0.83608], [0.95415, -3.86033, 0.78546], [1.42157, -4.70221, 0.79328], [1.08439, -1.53604, 1.29737], [0.23846, -0.94780, 0.23520], [0.85800, -0.91480, -0.60495], [-0.16842, 0.44380, 0.52947], [0.71845, 1.04332, 0.74313], [-0.82073, 0.43492, 1.40495], [-0.90571, 1.00933, -0.69967], [-2.03170, 0.21138, -1.09313], [-3.31089, 0.46600, -0.54705], [-4.42687, -0.05960, -1.19090], [-5.70643, 0.17437, -0.72506], [-5.90767, 0.96474, 0.40351], [-4.79256, 1.51075, 1.03939], [-3.51716, 1.26267, 0.57752], [-2.69177, 1.71646, 1.10472], [-4.95106, 2.13202, 1.90594], [-7.10998, 1.26139, 0.94964], [-8.27754, 0.76816, 0.33274], [-9.10544, 1.14062, 0.93290], [-8.37728, 1.14035, -0.69122], [-8.29761, -0.32605, 0.32902], [-6.53894, -0.25356, -1.25931], [-4.30114, -0.64761, -2.08713], [-1.64576, -1.15730, -1.32454], [-2.52279, -1.75582, -1.56313], [-0.95800, -1.75646, -0.08893], [-0.65788, -2.78970, -0.26010], [-1.63757, -1.72404, 0.76614], [-0.95984, -1.19484, -2.17986], [-1.22984, 2.03027, -0.50157], [-0.20079, 1.03982, -1.54093], [0.45190, -1.82142, 2.14086], [1.80010, -0.77845, 1.62477], [2.62007, -2.97056, 1.60800], [3.56121, -3.00391, -0.54315], [1.96470, -3.14742, -1.29557], [4.50987, -1.62230, 0.88777], [6.03677, 0.12381, 1.61707], [6.53276, 2.51768, 1.78570], [5.75506, 3.67485, 0.69564]], "atomic_forces_ev_per_a": [[-0.08, 0.11, 0.17], [0.02, 0.01, -0.12], [0.12, 0.06, -0.03], [0.07, -0.08, -0.03], [0.20, -0.03, -0.16], [-0.03, 0.01, 0.17], [-0.04, 0.18, -0.08], [-0.22, -0.30, -0.13], [-0.08, 0.22, -0.07], [-0.08, -0.24, -0.01], [-0.01, -0.12, 0.09], [-0.01, 0.14, -0.05], [-0.09, 0.02, -0.13], [0.32, 0.40, -0.10], [0.00, -0.45, 0.18], [0.14, 0.44, -0.10], [-0.15, -0.30, 0.05], [0.03, 0.01, 0.03], [0.54, -0.57, 0.38], [0.30, 0.00, -0.33], [-0.19, 0.07, 0.33], [-0.30, 0.88, -0.15], [0.06, -0.17, 0.02], [0.09, -0.12, 0.00], [0.03, -0.03, 0.24], [0.16, 0.10, -0.31], [-0.26, -0.01, -0.01], [0.17, 0.05, 0.13], [-0.28, 0.03, 0.16], [0.25, 0.04, 0.03], [-0.34, -0.03, -0.04], [0.04, -0.08, -0.09], [0.10, 0.03, 0.05], [-0.02, 0.08, 0.11], [0.27, 0.12, 0.14], [-0.22, -0.09, -0.11], [0.03, -0.06, -0.08], [0.01, -0.02, 0.03], [0.01, 0.04, -0.01], [-0.11, -0.03, -0.04], [0.02, -0.03, -0.12], [0.05, -0.12, 0.27], [0.13, -0.04, -0.01], [-0.74, -0.46, -0.56], [0.05, 0.15, 0.06], [0.12, 0.03, 0.05], [-0.02, -0.09, -0.01], [0.12, -0.02, 0.01], [0.04, 0.06, 0.05], [-0.01, 0.11, -0.09], [-0.14, 0.01, -0.10], [-0.12, 0.10, -0.09], [-0.06, 0.04, -0.04], [0.08, 0.04, 0.18], [0.00, -0.14, 0.04], [0.09, -0.02, 0.10], [-0.07, 0.07, 0.03], [-0.02, 0.00, 0.10]], "mulliken_charge": [-1.086, 0.337, 0.365, 0.337, -1.047, 0.443, -0.930, -0.428, 1.229, -0.536, -0.609, 0.418, 0.490, -0.734, -1.039, 0.116, -0.541, 0.372, -1.176, 0.133, 0.338, -0.547, 0.481, 0.541, -1.323, 0.115, 0.541, -0.734, -0.375, 0.696, -1.083, -0.187, 0.327, 0.425, -0.448, -0.850, 0.246, 0.346, 0.341, 0.411, 0.522, -1.017, 0.484, -0.680, 0.431, 0.467, 0.316, 0.597, 0.403, 0.522, 0.557, 0.504, 0.513, 0.507, 0.381, 0.401, 0.363, 0.356], "smiles": "CCc1ccc(OC[C@H](O)C[NH+]2CCN(c3ccc(OC)cc3)CC2)cc1", "gap_ev": 8.02, "total_charge": 1, "e_homo_ev": -10.1, "fmax_ha_per_bohr": 0.0201}

# 3
{"formula": "C44H36N4O4P2PdS2", "method": "ωB97M-V with the def2-TZVPD basis set", "species": ["Pd", "O", "C", "O", "C", "C", "C", "C", "C", "C", "C", "C", "C", "N", "H", "H", "H", "H", "H", "H", "C", "P", "C", "C", "C", "C", "C", "C", "C", "C", "C", "C", "C", "C", "P", "C", "C", "C", "C", "C", "C", "C", "C", "C", "C", "C", "C", "H", "H", "H", "H", "H", "H", "H", "H", "H", "H", "H", "H", "H", "H", "H", "H", "H", "H", "H", "H", "H", "H", "N", "C", "C", "C", "C", "C", "C", "S", "O", "O", "N", "C", "S", "C", "C", "N", "H", "H", "H", "H", "H", "H", "H", "H"], "coordinates": [[-0.02933, -2.49526, 1.17173], [0.60669, -5.95328, 2.41463], [0.23007, -4.81055, 2.52867], [-0.81240, -4.22217, 2.00581], [1.00274, -3.87985, 3.42802], [1.55280, -4.35367, 4.63038], [2.12636, -3.46653, 5.47802], [2.14277, -2.09198, 5.14972], [2.64297, -1.11351, 6.04068], [2.58223, 0.20757, 5.72157], [2.02789, 0.60523, 4.48610], [1.57099, -0.31969, 3.59276], [1.60846, -1.68969, 3.90419], [1.05769, -2.61942, 3.05009], [1.49829, -5.41498, 4.83512], [2.55053, -3.79018, 6.42419], [3.04674, -1.43599, 6.99425], [2.93977, 0.95536, 6.41826], [1.94344, 1.65584, 4.24500], [1.12458, -0.01907, 2.66321], [1.33616, 1.06052, -0.21553], [0.18530, -0.37265, 0.06851], [-0.05886, -0.62195, -1.72956], [0.81108, -1.47872, -2.40200], [0.74132, -1.60391, -3.78281], [-0.18607, -0.85481, -4.49820], [-1.02995, 0.02352, -3.83283], [-0.97619, 0.13164, -2.45015], [-1.35349, 0.28149, 0.78307], [-1.79703, 1.59259, 0.64255], [-2.96929, 2.00426, 1.26313], [-3.70335, 1.10848, 2.02989], [-3.26681, -0.20150, 2.18257], [-2.09406, -0.60452, 1.57163], [1.93662, 2.12521, 1.19162], [1.43815, 3.82581, 0.66748], [0.59418, 4.16401, -0.38440], [0.31054, 5.49905, -0.67191], [0.87572, 6.51276, 0.08386], [1.71991, 6.18837, 1.14271], [1.98571, 4.86005, 1.43632], [3.72889, 2.24474, 0.71069], [4.10859, 2.63461, -0.57869], [5.44752, 2.75308, -0.91844], [6.43494, 2.49020, 0.02870], [6.07453, 2.10528, 1.30837], [4.72727, 1.98024, 1.64558], [0.83842, 1.64060, -0.98513], [2.21386, 0.61371, -0.67316], [1.52857, -2.06333, -1.83973], [1.40594, -2.28861, -4.29868], [-0.25935, -0.96084, -5.57457], [-1.74182, 0.61884, -4.39199], [-1.67368, 0.78248, -1.92961], [-1.24047, 2.30374, 0.04343], [-3.30355, 3.02961, 1.15098], [-4.61597, 1.43380, 2.51551], [-3.83334, -0.90226, 2.78293], [-1.71170, -1.62804, 1.70788], [0.15501, 3.40336, -1.02059], [-0.35458, 5.73907, -1.49418], [0.66525, 7.55086, -0.14998], [2.17174, 6.97307, 1.73942], [2.63997, 4.61625, 2.26923], [3.34975, 2.86409, -1.32197], [5.72300, 3.06074, -1.92078], [7.48132, 2.58786, -0.23714], [6.83803, 1.90341, 2.05042], [4.45531, 1.66916, 2.64580], [-4.28837, 0.40588, -6.58650], [-4.24437, -0.14715, -5.31972], [-4.14236, -1.53400, -5.15340], [-4.14756, -2.09413, -3.89028], [-4.23403, -1.27369, -2.76858], [-4.33683, 0.10236, -2.92004], [-4.34174, 0.66368, -4.18455], [-4.25854, -1.96805, -1.15416], [-4.72836, -0.92645, -0.28450], [-4.99803, -3.20603, -1.23320], [-2.69886, -2.19408, -0.79895], [-1.99310, -3.30560, -0.92606], [-2.42361, -4.94728, -1.47718], [-0.79026, -5.49779, -1.25474], [-0.03116, -4.53656, -0.76275], [-0.67580, -3.29360, -0.59424], [-4.09877, -0.16386, -7.38735], [-4.23114, 1.39835, -6.70309], [-4.07379, -2.17141, -6.03045], [-4.09738, -3.16980, -3.76937], [-4.42599, 0.72250, -2.03290], [-4.42876, 1.73980, -4.30426], [-0.49270, -6.51715, -1.46462], [1.01523, -4.62951, -0.54177]], "atomic_forces_ev_per_a": [[1.34, -0.65, -0.37], [-0.24, -0.29, -0.08], [-0.34, 0.21, -0.06], [0.76, -0.11, -0.34], [0.16, 0.38, 0.05], [0.10, -0.30, -0.10], [0.10, 0.09, 0.27], [0.08, 0.00, -0.07], [0.00, -0.19, 0.08], [-0.04, 0.19, -0.06], [0.04, 0.04, 0.05], [-0.05, -0.15, 0.12], [-0.06, -0.25, 0.06], [-0.43, 0.56, 0.19], [-0.01, 0.07, -0.04], [-0.04, 0.04, -0.07], [0.00, -0.01, -0.06], [-0.01, -0.01, -0.03], [0.04, 0.03, -0.06], [-0.08, 0.09, -0.16], [0.13, -0.27, 0.83], [-0.82, -0.39, -0.49], [0.09, -0.07, 0.02], [-0.11, 0.10, -0.06], [0.00, 0.02, 0.03], [0.03, 0.00, 0.05], [0.04, 0.00, -0.08], [-0.06, 0.02, 0.05], [0.18, 0.15, 0.19], [-0.01, 0.06, -0.12], [-0.03, -0.01, 0.02], [0.07, 0.00, 0.00], [0.08, 0.13, 0.09], [0.14, 0.05, 0.14], [0.25, 0.22, -0.23], [0.05, -0.02, 0.03], [0.03, 0.10, -0.09], [0.00, -0.09, 0.04], [0.04, 0.00, 0.03], [-0.01, -0.06, -0.02], [-0.07, 0.02, -0.03], [-0.07, 0.02, -0.07], [0.04, 0.01, 0.03], [-0.05, -0.01, 0.04], [-0.05, 0.02, -0.08], [-0.11, -0.01, 0.03], [-0.07, -0.01, -0.07], [-0.02, 0.04, -0.12], [0.11, -0.06, -0.17], [0.02, -0.06, 0.00], [-0.05, 0.04, 0.05], [0.04, 0.02, 0.05], [0.02, -0.11, 0.07], [0.06, -0.06, -0.07], [-0.02, -0.04, 0.09], [0.01, -0.06, 0.00], [0.03, -0.03, -0.05], [0.01, 0.02, -0.08], [-0.90, 0.63, 0.16], [0.03, 0.09, 0.04], [0.06, -0.02, 0.04], [0.01, -0.09, 0.04], [-0.04, -0.06, -0.03], [-0.03, 0.03, -0.06], [0.04, -0.01, 0.06], [-0.01, -0.02, 0.05], [-0.06, 0.00, 0.02], [-0.05, -0.01, -0.02], [-0.05, -0.01, 0.07], [-0.07, -0.11, 0.23], [-0.06, 0.02, -0.11], [0.02, 0.01, -0.10], [0.06, 0.12, 0.08], [-0.03, 0.04, -0.22], [0.00, 0.02, 0.03], [-0.06, 0.05, -0.06], [0.36, -0.48, -0.03], [-0.14, 0.02, 0.12], [0.21, -0.07, 0.02], [0.23, -0.73, -0.08], [0.15, 0.10, 0.08], [-0.36, 0.60, -0.11], [-0.52, -0.63, -0.25], [-0.27, 1.21, -0.06], [0.15, -0.39, 0.58], [0.06, -0.03, -0.03], [0.04, 0.05, 0.01], [-0.02, 0.04, 0.08], [0.00, 0.04, 0.01], [0.00, -0.07, -0.11], [-0.02, -0.06, 0.02], [-0.15, 0.18, 0.00], [0.20, 0.09, 0.17]], "mulliken_charge": [-0.640, -0.609, 0.248, -0.620, 0.785, -0.925, -0.533, 1.167, -0.943, -0.689, -0.478, 0.631, -0.340, -0.201, 0.520, 0.422, 0.378, 0.403, 0.546, -0.184, -1.716, 0.560, 1.225, -0.474, -0.948, -0.743, -1.015, 0.215, 0.837, -0.248, -0.871, -0.710, -0.818, -0.360, 0.497, 0.526, 0.069, -0.846, -0.531, -0.624, -0.555, 0.286, -0.094, -0.696, -0.463, -0.554, -0.368, 0.529, 0.936, 0.429, 0.436, 0.394, 0.652, 0.268, 0.376, 0.487, 0.385, 0.513, 0.779, 0.326, 0.426, 0.369, 0.404, 0.350, 0.356, 0.391, 0.374, 0.408, 0.431, -0.523, 1.120, -0.754, -0.500, -0.178, -0.298, -0.778, 0.906, -0.640, -0.767, 0.045, -0.007, -0.117, -0.366, -1.141, 0.555, 0.174, 0.184, 0.311, 0.448, 0.555, 0.275, 0.465, 0.489], "gap_ev": 6.56, "e_homo_ev": -7.4, "fmax_ha_per_bohr": 0.0298}